# 1
C31H43BrN7O2Si2Y | wB97M-V/def2-TZVPD

Element x y z (Å)
1 Y -0.33 1.39 -0.25
2 C -5.00 -0.67 -0.67
3 Si -3.17 -0.48 -0.34
4 C -2.26 -0.82 -1.98
5 C -2.69 -1.77 0.93
6 C -2.63 1.23 0.16
7 C -2.86 2.21 -0.96
8 C -4.10 2.71 -1.36
9 C -4.18 3.61 -2.40
10 C -3.02 4.02 -3.06
11 C -1.82 3.51 -2.64
12 N -1.74 2.63 -1.62
13 Si -3.03 1.96 1.81
14 C -4.83 2.32 2.15
15 C -2.11 3.62 1.81
16 C -2.40 0.89 3.22
17 H -5.24 -1.70 -0.94
18 H -5.35 -0.03 -1.48
19 H -5.58 -0.42 0.22
20 H -2.25 -1.89 -2.22
21 H -1.21 -0.49 -2.03
22 H -2.76 -0.31 -2.81
23 H -2.73 -2.77 0.48
24 H -3.39 -1.78 1.76
25 H -1.69 -1.64 1.36
26 H -4.99 2.38 -0.84
27 H -5.14 3.99 -2.71
28 H -3.06 4.73 -3.88
29 H -0.88 3.78 -3.10
30 H -5.26 3.04 1.45
31 H -4.96 2.73 3.15
32 H -5.43 1.40 2.09
33 H -2.66 4.36 1.23
34 H -1.10 3.60 1.36
35 H -1.97 4.02 2.81
36 H -3.08 0.06 3.42
37 H -2.36 1.48 4.14
38 H -1.41 0.45 3.06
39 C 1.00 2.41 2.88
40 O 0.81 1.34 1.92
41 C 1.18 0.07 2.33
42 C 1.66 -0.23 3.59
43 C 1.97 -1.56 3.90
44 Br 2.65 -1.97 5.59
45 C 1.75 -2.55 2.98
46 C 1.25 -2.25 1.70
47 C 0.98 -0.92 1.35
48 O 0.53 -0.55 0.16
49 C 0.93 -3.31 0.76
50 N 0.43 -3.14 -0.46
51 C 0.19 -4.37 -1.06
52 C -0.32 -4.71 -2.30
53 C -0.42 -6.06 -2.57
54 C -0.02 -7.03 -1.63
55 C 0.49 -6.69 -0.40
56 C 0.59 -5.33 -0.13
57 N 1.04 -4.63 0.98
58 H 0.33 2.27 3.72
59 H 0.77 3.34 2.37
60 H 2.04 2.42 3.20
61 H 1.80 0.54 4.34
62 H 1.98 -3.57 3.26
63 H 0.24 -2.20 -0.80
64 H -0.62 -3.97 -3.02
65 H -0.81 -6.38 -3.52
66 H -0.11 -8.08 -1.89
67 H 0.80 -7.44 0.31
68 H 1.38 -5.05 1.84
69 C 5.88 0.09 -0.93
70 C 6.11 1.25 -1.89
71 C 5.63 0.92 -3.30
72 C 5.52 2.55 -1.37
73 N 4.05 2.50 -1.26
74 C 3.25 2.01 -0.32
75 N 2.01 2.17 -0.71
76 N 2.07 2.78 -1.92
77 N 3.28 2.96 -2.26
78 H 6.42 -0.80 -1.26
79 H 4.82 -0.19 -0.89
80 H 6.22 0.32 0.08
81 H 7.19 1.45 -1.93
82 H 4.56 0.70 -3.31
83 H 6.15 0.04 -3.68
84 H 5.81 1.74 -3.99
85 H 5.72 3.39 -2.03
86 H 5.89 2.80 -0.37
87 H 3.59 1.56 0.60

The orbital gap comes out at 7.76 eV. The value obtained for the highest occupied orbital energy is -13.166 eV. The total charge is +2. As for the lowest unoccupied orbital energy: -5.407 eV. The calculated total energy is -134203.711 eV. For the energy above the lowest of the compared OMol25 structures with the same formula, charge and spin, the calculation gives 0.00 kcal/mol.

=====

# 2
C31H43CrN4O7Se | wB97M-V/def2-TZVPD

Element x y z (Å)
1 Cr 0.21 -0.62 1.55
2 C -1.52 -2.88 5.88
3 N -1.08 -3.08 4.50
4 C -1.34 -4.37 3.86
5 C -0.48 -2.12 3.82
6 O -0.08 -2.28 2.64
7 C -0.30 -0.74 4.44
8 O 0.53 0.04 3.59
9 C 1.91 0.16 3.93
10 C 2.75 -0.34 2.77
11 O 2.16 -0.70 1.72
12 N 4.06 -0.35 2.89
13 C 4.91 -0.82 1.80
14 C 4.73 0.05 4.13
15 H -1.87 -3.84 6.26
16 H -2.35 -2.18 5.93
17 H -0.71 -2.55 6.52
18 H -0.56 -5.08 4.13
19 H -1.36 -4.24 2.78
20 H -2.31 -4.73 4.21
21 H 0.12 -0.78 5.45
22 H -1.27 -0.24 4.48
23 H 2.13 -0.40 4.84
24 H 2.12 1.21 4.12
25 H 4.29 -1.15 0.97
26 H 5.52 -1.65 2.15
27 H 5.56 -0.01 1.48
28 H 4.38 1.03 4.46
29 H 5.79 0.14 3.92
30 H 4.59 -0.69 4.91
31 O 0.01 1.21 0.80
32 C -1.19 1.25 1.23
33 O -1.58 0.16 1.81
34 C -2.03 2.42 1.11
35 C -3.31 2.40 1.65
36 C -4.16 3.49 1.54
37 C -3.66 4.58 0.86
38 O -4.28 5.75 0.62
39 C -3.36 6.56 -0.13
40 O -2.16 5.80 -0.28
41 C -2.38 4.61 0.32
42 C -1.53 3.55 0.42
43 H -3.65 1.50 2.16
44 H -5.16 3.50 1.95
45 H -3.16 7.47 0.43
46 H -3.79 6.77 -1.11
47 H -0.53 3.56 0.01
48 C -3.23 0.45 -2.06
49 C -2.72 0.23 -3.47
50 C -2.86 -1.21 -3.95
51 C -2.03 -2.24 -3.20
52 N -0.60 -1.90 -3.15
53 C 0.15 -1.61 -2.07
54 Se -0.42 -2.00 -0.30
55 N 1.39 -1.31 -2.47
56 C 2.52 -0.94 -1.61
57 C 3.08 0.46 -1.89
58 C 2.19 1.63 -1.48
59 C 0.92 1.78 -2.31
60 C 1.47 -1.44 -3.85
61 C 2.53 -1.32 -4.74
62 C 2.26 -1.58 -6.07
63 C 0.98 -1.95 -6.50
64 C -0.07 -2.08 -5.62
65 C 0.20 -1.81 -4.28
66 H -3.13 1.50 -1.78
67 H -2.68 -0.14 -1.32
68 H -4.28 0.18 -1.98
69 H -1.67 0.55 -3.56
70 H -3.27 0.87 -4.16
71 H -2.62 -1.25 -5.02
72 H -3.90 -1.52 -3.87
73 H -2.10 -3.21 -3.70
74 H -2.36 -2.37 -2.17
75 H 3.29 -1.70 -1.75
76 H 2.16 -1.01 -0.59
77 H 3.32 0.56 -2.95
78 H 4.03 0.51 -1.36
79 H 2.79 2.54 -1.58
80 H 1.94 1.55 -0.42
81 H 1.12 1.60 -3.37
82 H 0.52 2.79 -2.22
83 H 0.14 1.10 -1.98
84 H 3.53 -1.07 -4.41
85 H 3.06 -1.50 -6.79
86 H 0.82 -2.14 -7.55
87 H -1.05 -2.39 -5.96

The orbital gap (spin up / spin down) comes out at 6.13 / 6.82 eV. As for the expectation value of S²: 0.766. The value obtained for the highest occupied orbital energy (spin up / spin down) is -12.466 / -12.474 eV. As for the spin multiplicity: 2. The total charge is +2. As for the lowest unoccupied orbital energy (spin up / spin down): -6.338 / -5.658 eV. The calculated total energy is -146894.774 eV. For the energy above the lowest of the compared OMol25 structures with the same formula, charge and spin, the calculation gives 0.00 kcal/mol.

=====

# 3
C31H43N4O5PS5V | wB97M-V/def2-TZVPD

Element x y z (Å)
1 V -1.32 -1.26 -0.50
2 C -3.73 0.99 -3.15
3 C -2.52 0.37 -2.48
4 N -2.35 0.27 -1.12
5 N -3.23 0.95 -0.28
6 C -3.56 2.21 -0.18
7 N -4.54 2.45 0.81
8 S -2.93 3.48 -0.95
9 C -1.37 -0.09 -3.15
10 C -1.20 -0.05 -4.64
11 C -0.11 -0.60 -5.30
12 C 0.91 -1.11 -4.50
13 C 0.73 -1.13 -3.13
14 N -0.42 -0.79 -2.50
15 H -3.87 2.02 -2.88
16 H -3.60 0.88 -4.23
17 H -4.61 0.43 -2.82
18 H -3.75 0.31 0.33
19 H -4.82 1.69 1.38
20 H -4.42 3.28 1.34
21 H -1.86 0.60 -5.19
22 H -0.13 -0.59 -6.42
23 H 1.81 -1.49 -4.89
24 H 1.41 -1.55 -2.42
25 O 0.23 -6.38 -3.50
26 C -0.22 -5.48 -2.82
27 C 0.61 -4.78 -1.80
28 O 1.74 -5.08 -1.60
29 C -0.34 -3.73 -1.21
30 C -1.57 -3.82 -1.74
31 O -2.43 -2.86 -1.48
32 C -1.62 -4.90 -2.79
33 O -2.50 -5.36 -3.55
34 O 0.01 -2.74 -0.45
35 S -2.12 -1.57 1.83
36 S -5.10 0.67 4.04
37 S -5.24 -0.51 2.32
38 S -4.05 -2.17 2.27
39 C -0.78 2.84 4.60
40 C -0.91 1.31 4.64
41 C 0.03 0.56 3.65
42 C 0.33 1.43 2.40
43 C -0.79 2.41 2.10
44 C -1.13 3.43 3.24
45 P 0.49 0.30 0.96
46 C 1.82 -1.05 1.31
47 C 3.23 -0.63 1.86
48 C 4.16 -1.89 2.21
49 C 3.70 -3.14 1.50
50 C 2.29 -3.51 1.78
51 C 1.32 -2.26 2.08
52 C 1.47 1.33 -0.33
53 C 0.49 2.05 -1.28
54 C 1.17 2.24 -2.67
55 C 2.71 2.47 -2.53
56 C 2.90 3.18 -1.21
57 C 2.57 2.26 0.02
58 H 0.29 3.03 4.81
59 H -1.39 3.34 5.32
60 H -1.94 1.16 4.34
61 H -0.86 0.99 5.69
62 H -0.41 -0.42 3.40
63 H 1.01 0.43 4.17
64 H 1.30 1.95 2.57
65 H -1.65 1.75 1.91
66 H -0.62 2.90 1.13
67 H -2.19 3.73 3.16
68 H -0.51 4.29 3.12
69 H 2.11 -1.39 0.30
70 H 3.12 0.10 2.69
71 H 3.73 -0.12 1.04
72 H 4.12 -2.09 3.29
73 H 5.22 -1.73 1.88
74 H 4.36 -3.96 1.70
75 H 3.90 -3.02 0.47
76 H 2.19 -4.20 2.65
77 H 1.71 -4.13 1.08
78 H 1.37 -2.07 3.11
79 H 0.28 -2.50 1.90
80 H 1.99 0.47 -0.90
81 H 0.11 2.96 -0.86
82 H -0.45 1.47 -1.39
83 H 0.78 3.08 -3.24
84 H 0.97 1.25 -3.20
85 H 3.05 3.19 -3.39
86 H 3.30 1.53 -2.66
87 H 2.28 4.07 -1.21
88 H 3.91 3.53 -1.03
89 H 2.49 2.88 0.94
90 H 3.48 1.65 0.23

The orbital gap (spin up / spin down) comes out at 5.56 / 5.12 eV. As for the expectation value of S²: 3.783. The value obtained for the highest occupied orbital energy (spin up / spin down) is -1.565 / -1.576 eV. As for the spin multiplicity: 4. The total charge is -2. As for the lowest unoccupied orbital energy (spin up / spin down): 3.994 / 3.547 eV. The calculated total energy is -138198.141 eV. For the energy above the lowest of the compared OMol25 structures with the same formula, charge and spin, the calculation gives 8.67 kcal/mol.

=====

# 4
C31H44BrN3P2Sn | wB97M-V/def2-TZVPD

Element x y z (Å)
1 N 2.89 4.44 2.95
2 C 3.83 3.68 2.37
3 C 4.02 3.65 0.98
4 C 3.15 4.43 0.17
5 C 2.20 5.27 0.81
6 C 2.11 5.23 2.21
7 C 3.06 4.23 -1.25
8 Sn -0.41 0.00 -1.08
9 P -1.37 -2.76 -1.07
10 C 1.88 4.44 -1.93
11 C 1.25 3.37 -2.61
12 C -0.15 3.36 -2.82
13 C -0.80 2.18 -3.06
14 C -0.03 0.98 -3.14
15 C 1.39 1.00 -3.11
16 C 2.02 2.20 -2.86
17 Br -1.03 -0.69 -4.07
18 H 3.95 3.84 -1.75
19 H 1.36 5.41 -1.92
20 H 4.76 2.99 0.52
21 H 1.50 5.87 0.22
22 H 4.48 3.09 3.03
23 H 1.38 5.86 2.75
24 H -0.72 4.29 -2.74
25 H 3.11 2.26 -2.84
26 H -1.88 2.13 -3.20
27 H 1.98 0.10 -3.29
28 P -1.18 0.68 1.57
29 C -0.11 -3.47 -2.25
30 C -0.58 -4.16 -3.53
31 H 0.52 -4.16 -1.67
32 H 0.54 -2.62 -2.53
33 H 0.30 -4.63 -4.02
34 H -1.32 -4.96 -3.34
35 H -0.99 -3.44 -4.24
36 C -2.98 -2.17 -1.82
37 C -3.82 -3.13 -2.66
38 H -2.69 -1.29 -2.44
39 H -3.58 -1.76 -0.99
40 H -4.50 -2.53 -3.29
41 H -3.23 -3.78 -3.31
42 H -4.46 -3.78 -2.03
43 C -1.96 -4.14 -0.02
44 C -2.04 -5.50 -0.72
45 H -2.96 -3.85 0.36
46 H -1.28 -4.18 0.84
47 H -2.50 -6.22 -0.02
48 H -2.65 -5.46 -1.63
49 H -1.04 -5.88 -0.97
50 C -1.38 -0.26 3.13
51 C -1.81 -1.72 2.98
52 H -2.13 0.30 3.71
53 H -0.43 -0.19 3.67
54 H -1.87 -2.15 3.99
55 H -2.79 -1.82 2.51
56 H -1.07 -2.29 2.41
57 C -2.98 0.89 1.19
58 C -3.28 1.91 0.10
59 H -3.41 1.21 2.15
60 H -3.40 -0.10 0.97
61 H -4.36 1.85 -0.13
62 H -3.06 2.93 0.44
63 H -2.72 1.73 -0.83
64 C -0.86 2.36 2.27
65 C 0.11 2.42 3.43
66 H -1.85 2.74 2.57
67 H -0.52 2.98 1.43
68 H 0.21 3.47 3.74
69 H -0.25 1.85 4.30
70 H 1.11 2.06 3.16
71 N 3.90 -5.11 1.25
72 C 3.54 -4.00 1.31
73 C 3.12 -2.63 1.39
74 C 3.68 -1.76 2.33
75 C 3.23 -0.45 2.35
76 C 2.29 -0.02 1.40
77 N 1.72 -0.86 0.51
78 C 2.14 -2.15 0.50
79 H 4.45 -2.10 3.02
80 H 3.61 0.27 3.07
81 H 1.99 1.04 1.38
82 H 1.67 -2.83 -0.24

The orbital gap (spin up / spin down) comes out at 5.22 / 5.16 eV. The value obtained for the highest occupied orbital energy (spin up / spin down) is -19.720 / -19.932 eV. The total charge is +4. As for the lowest unoccupied orbital energy (spin up / spin down): -14.500 / -14.773 eV. The calculated total energy is -131736.833 eV. For the energy above the lowest of the compared OMol25 structures with the same formula, charge and spin, the calculation gives 28.73 kcal/mol.